ORCA calculation (the ωB97M-V functional and the def2-TZVPD basis) on C17H18FNO5S as an isolated structure in a non-equilibrium geometry.

Values from the calculation:
- strongest force on any atom (eV Å⁻¹) = 18.1
- orbital gap (eV) = 7.2193
- HOMO energy (eV) = -8.2540

Geometry as ORCA input:
```
! wB97M-V def2-TZVPD RIJCOSX def2/J DEFGRID3
* xyz 0 1
S 0.3667 -3.2299 0.2569
F -5.1423 -2.2237 0.1183
O -2.2919 2.5062 -0.7257
O -0.0368 -4.5221 0.6123
O 1.3879 1.8846 1.2833
O -0.2201 -2.2459 1.5484
O 2.9243 2.9953 -0.3083
N 1.9899 -2.9859 0.2163
C -5.0119 0.0072 -0.5403
C -3.0377 1.1377 -0.2813
C -4.4751 -1.1358 -0.0560
C -0.7728 2.9654 1.1862
C -2.3453 0.0393 0.3114
C 0.6665 3.0404 1.3539
C 4.7447 -1.0213 -1.0018
C 4.0222 -1.8898 -0.5379
C 2.2802 -0.6601 0.3264
C -4.3194 0.9764 -0.8098
C -3.1143 -0.9555 0.4241
C 2.3821 1.8243 0.3610
C -0.1139 -2.4897 -1.1487
C 4.1028 0.5108 -0.7188
C 2.9086 0.7235 0.0259
C 2.6969 -1.8473 -0.0626
C -0.9748 2.6910 -0.5941
H -2.6750 -1.8854 1.2465
H -1.3704 3.8162 1.5482
H 0.9324 3.1900 2.6665
H -0.5541 3.3846 -0.9765
H -1.3729 0.1235 0.5908
H 4.7834 1.1505 -0.8170
H 0.2592 -3.2678 -1.9480
H -4.7641 1.8958 -1.2713
H -6.0343 0.1097 -0.8260
H -0.3763 1.4505 -0.6317
H 2.3208 -3.9389 0.1321
H 5.6192 -0.9676 -1.2322
H 1.0265 3.9469 0.9978
H 1.1551 -0.4600 1.0795
H 4.3938 -2.9716 -0.9235
H -1.2786 2.1712 1.8417
H -1.1819 -2.3759 -1.2430
H 0.5006 -1.4665 -1.4729
*
```

ORCA calculation (the ωB97M-V functional and the def2-TZVPD basis) on C3H10O3P2 as an isolated structure in a non-equilibrium geometry.

Values from the calculation:
- strongest force on any atom (eV Å⁻¹) = 2.9
- ΔE to the lowest compared entry with this formula, charge and spin (kJ/mol) = 107.6
- orbital gap (eV) = 10.8016
- HOMO energy (eV) = -9.9949

Geometry as ORCA input:
```
! wB97M-V def2-TZVPD RIJCOSX def2/J DEFGRID3
* xyz 0 1
P 0.4569 0.8199 -0.1474
P -1.4105 -1.2888 0.4674
O -2.4046 -0.2434 0.6986
O -0.0104 -0.6794 -0.3515
O 0.6155 1.1852 1.2542
C -0.4706 -2.1259 1.8682
C -0.5802 1.9725 -1.0451
C 2.0176 0.7993 -1.0829
H 2.5657 1.6342 -0.6411
H -1.7903 -2.2404 -0.6165
H -0.7592 -1.6682 2.8543
H -1.4696 2.1570 -0.3799
H 1.8069 0.8239 -2.2244
H -0.8253 -3.2303 1.8856
H 0.0985 2.8046 -1.1969
H 2.6219 -0.0810 -0.9121
H 0.5714 -2.0813 1.5343
H -1.0338 1.4421 -1.9648
*
```

ORCA calculation (the ωB97M-V functional and the def2-TZVPD basis) on C12H24N7O3PTi as an isolated structure in a non-equilibrium geometry.

Values from the calculation:
- strongest force on any atom (eV Å⁻¹) = 2.4
- ΔE to the lowest compared entry with this formula, charge and spin (kJ/mol) = 14.3
- orbital gap (spin up / spin down) (eV) = 7.4362 / 9.4519
- HOMO energy (spin up / spin down) (eV) = -13.6345 / -15.7602
- ⟨S²⟩ = 2.00

Geometry as ORCA input:
```
! wB97M-V def2-TZVPD RIJCOSX def2/J DEFGRID3
* xyz 2 3
Ti 0.3560 -0.0296 0.1276
P 0.0181 2.3972 -0.1484
O -1.1839 1.2035 -0.4162
O 0.4992 2.7685 -1.6039
O -0.9331 3.6513 0.1251
N 0.9716 -0.3419 -2.2498
N -0.9304 -0.1006 4.3417
N -1.0705 -1.3665 3.8912
N -1.9588 -4.4410 0.9353
N 2.4054 -0.9123 0.6934
N -0.6291 -2.0377 0.3573
N -0.5760 0.0298 2.2073
C 3.1060 -1.3478 -1.6928
C -1.0662 -2.3157 1.5919
C 1.9119 -1.4485 -2.6234
C -0.5846 0.7013 3.3318
C -1.6770 -3.5057 1.8844
C -0.8137 -1.2678 2.5984
C -0.8354 -2.9568 -0.5767
C -0.1461 3.7876 -2.4114
C -1.4820 -4.1243 -0.2697
C -2.4797 1.4800 -1.0161
C -1.2618 4.2453 1.3604
C 2.9227 -1.9383 -0.2506
H 2.2355 -1.3065 -3.6719
H -0.4447 1.7459 3.4155
H -0.5562 3.8986 2.1110
H -0.4115 4.6244 -1.7876
H -2.2493 3.9631 1.7081
H -1.0496 0.0958 5.3333
H -1.2231 5.3061 1.2365
H 3.4256 -0.3295 -1.5888
H 1.3760 -2.3699 -2.5813
H -2.4057 2.2913 -1.7398
H 0.1668 -0.5508 -2.7652
H 2.4015 -1.3279 1.6282
H 3.9762 -1.8903 -2.0956
H -2.8595 0.5754 -1.4814
H 3.8958 -2.2223 0.1954
H 1.3805 0.5527 -2.5688
H -3.2101 1.7262 -0.2328
H -1.6883 -4.9041 -1.0067
H 3.0784 -0.1489 0.7267
H 0.5732 4.1025 -3.1852
H 2.2975 -2.8227 -0.2778
H -0.3633 -2.7556 -1.5711
H -1.8883 -3.7506 2.8758
H -1.0200 3.3671 -2.8634
*
```

ORCA calculation (the ωB97M-V functional and the def2-TZVPD basis) on C19H29Cl5CrNO4S as an isolated structure.

Values from the calculation:
- strongest force on any atom (eV Å⁻¹) = 0.6
- ΔE to the lowest compared entry with this formula, charge and spin (kJ/mol) = 0.0
- orbital gap (spin up / spin down) (eV) = 7.0929 / 7.6594
- HOMO energy (spin up / spin down) (eV) = -14.3271 / -14.3254
- ⟨S²⟩ = 0.77

Geometry as ORCA input:
```
! wB97M-V def2-TZVPD RIJCOSX def2/J DEFGRID3
* xyz 2 2
Cr 0.3076 -0.3580 -0.2834
Cl 0.3623 1.1822 -2.2703
Cl 3.2958 0.0559 1.9750
Cl 2.6129 3.2090 -3.3749
Cl 5.5216 2.0136 1.0299
Cl 5.2142 3.5727 -1.6383
S -0.7469 1.2597 2.1552
O -1.3118 -1.6506 -0.8335
O 1.2387 -1.7576 -1.4923
O -0.7171 0.8504 0.6363
O -2.1644 0.1167 -2.9956
N 0.5558 -1.6348 1.2980
C 0.1622 3.7141 1.1546
C -0.8334 -2.8934 -1.3698
C -2.6800 -1.3133 -1.1666
C 0.7428 -2.2811 2.2240
C 3.9906 2.5005 -1.1341
C 0.9735 -3.0882 3.4176
C 4.1276 1.7859 0.0679
C 0.3213 -2.5637 -2.2731
C 3.1241 0.9014 0.4724
C -2.3505 2.0585 2.2800
C -3.4491 1.0262 2.4876
C 1.8866 1.4731 -1.4486
C 0.3852 2.6563 2.2198
C 1.9791 0.7208 -0.2939
C 2.5326 -1.6554 -2.1412
C 2.8417 2.3503 -1.9182
C -2.4742 0.5471 -4.3201
C 0.6218 -2.3130 4.6944
C -2.9046 -1.0161 -2.6252
H -2.2637 2.7428 3.1272
H 0.3802 -3.9987 3.3225
H -3.3136 -2.1484 -0.8614
H -1.8744 1.4302 -4.5235
H 2.0248 -3.3822 3.4084
H -3.4318 0.2622 1.7104
H 1.2187 -1.4060 4.7771
H -3.5322 0.8054 -4.4036
H -2.4755 2.6406 1.3668
H -3.3615 0.5401 3.4579
H 2.8910 -2.6623 -2.3435
H 0.9785 4.4334 1.2102
H 2.4359 -1.0925 -3.0697
H 3.2046 -1.1524 -1.4566
H -4.4173 1.5221 2.4434
H -2.2353 -0.2316 -5.0493
H -3.9813 -0.8508 -2.7607
H 0.1636 3.2761 0.1570
H -2.6372 -1.8814 -3.2492
H 0.8323 -2.9391 5.5580
H -0.0023 -1.9798 -3.1385
H -0.4341 -2.0484 4.7147
H -1.6193 -3.4017 -1.9265
H 0.8392 -3.4634 -2.6044
H 0.2761 3.0330 3.2410
H 1.3701 2.1900 2.1520
H -0.5187 -3.5235 -0.5379
H -2.9154 -0.4439 -0.5573
H -0.7672 4.2608 1.3024
*
```